{"formula": "C4H2HgLiO2", "method": "the ωB97M-V functional and the def2-TZVPD basis", "largest_force_ev_per_a": 9.0, "total_energy_ha": -464.55888, "gap_ev": [5.711, 5.706], "charge": 1, "e_homo_ev": [-11.1448, -11.1412], "de_lowest_kj_mol": 165.1, "e_lumo_ha": [-0.1997, -0.1997], "elements": ["Hg", "O", "O", "C", "C", "C", "C", "Li", "H", "H"], "coordinates": [[-0.41616, -1.60568, -0.65559], [0.61510, 0.17422, 2.55577], [0.09050, -0.60329, -2.12369], [-0.23133, 1.48591, -1.11470], [0.12050, 0.70783, -2.10221], [-0.85538, 0.10673, 0.56130], [-0.07680, 0.20118, 1.60006], [1.95011, 0.84042, 3.70973], [-1.94261, 0.13548, 0.70875], [-0.14508, 2.51837, -0.80478]], "atomic_forces_ev_per_a": [[-1.4, -3.6, 4.1], [1.5, 0.6, 1.2], [2.6, 3.8, -7.7], [1.0, 0.1, -2.1], [-1.5, -1.3, 4.0], [0.2, 1.1, 2.5], [-2.4, -0.5, -1.8], [-0.3, -0.2, -0.3], [0.5, 0.4, 0.0], [-0.2, -0.4, 0.2]], "mulliken_charge": [0.8415, -0.5986, -0.6101, -0.4882, 0.3729, -1.3068, 0.9840, 0.9713, 0.4592, 0.3748]}


{"formula": "C24H69N3O9", "method": "the ωB97M-V functional and the def2-TZVPD basis", "largest_force_ev_per_a": 2.6, "total_energy_ha": -1797.04438, "gap_ev": 9.694, "e_homo_ev": -9.2087, "de_lowest_kj_mol": 297.7, "smiles": "COC[C@H](C)N.COC[C@H](C)N.COC[C@H](C)N.CCO.CCO.CCO.CCO.CCO.CCO", "e_lumo_ha": 0.0178, "elements": ["O", "O", "O", "O", "O", "O", "O", "O", "O", "N", "N", "N", "C", "C", "C", "C", "C", "C", "C", "C", "C", "C", "C", "C", "C", "C", "C", "C", "C", "C", "C", "C", "C", "C", "C", "C", "H", "H", "H", "H", "H", "H", "H", "H", "H", "H", "H", "H", "H", "H", "H", "H", "H", "H", "H", "H", "H", "H", "H", "H", "H", "H", "H", "H", "H", "H", "H", "H", "H", "H", "H", "H", "H", "H", "H", "H", "H", "H", "H", "H", "H", "H", "H", "H", "H", "H", "H", "H", "H", "H", "H", "H", "H", "H", "H", "H", "H", "H", "H", "H", "H", "H", "H", "H", "H"], "coordinates": [[-2.16527, -0.65610, -0.05752], [-0.61412, 0.17388, -4.19053], [4.25870, -3.12844, 0.46641], [3.07144, 2.28931, 6.16511], [-5.50886, -4.42558, -0.67854], [-2.45868, -0.58685, 4.98752], [-4.23220, 1.05172, -0.10842], [0.00033, 4.99408, 0.58700], [5.34073, 2.05158, 0.47301], [-2.85500, 3.05933, -3.11431], [-2.70833, -3.38314, -0.91830], [5.83253, -1.33209, -1.10787], [-1.65805, -0.62097, 3.87485], [-2.07851, 2.25532, -4.05474], [-2.98957, 2.99824, 0.45205], [-1.46369, 3.03401, -5.27694], [-0.80021, -0.76070, 0.14797], [3.77211, -0.18089, -0.80160], [1.94882, -3.50824, 0.55820], [0.41940, -0.60505, -3.52895], [-3.86651, -2.85125, -1.58231], [-4.07518, 2.04569, 0.91281], [5.30093, 0.03283, -0.92641], [-4.82596, -4.01227, -1.83638], [-3.48013, -2.06985, -2.85497], [-0.24164, 0.56845, 0.33281], [-0.68537, -1.83311, 3.90167], [-1.01875, 1.30119, -3.36740], [2.03391, 0.96837, 4.47301], [1.81991, 3.55156, 1.29374], [1.15882, 4.27346, 0.06735], [5.84472, 0.73012, 0.33147], [3.21562, -3.71808, -0.27715], [-6.45830, -5.42574, -0.90604], [5.92136, 2.55231, 1.69327], [2.39541, 2.36370, 4.89861], [-2.86345, -1.45394, 5.06439], [-2.09525, -3.91004, -1.52378], [1.16667, -0.09260, -2.92308], [-1.16181, 0.34307, 3.76309], [3.20666, 0.74635, -0.70893], [-3.43549, 0.52591, -0.00668], [-3.28819, 2.37181, -2.51452], [0.05845, -1.48231, -2.99207], [1.44540, 0.46682, 5.24126], [2.44694, 4.27128, 1.82000], [-1.95794, 2.64789, 0.41898], [-7.21514, -5.20029, -0.15474], [5.50614, 0.61642, -1.82386], [-4.30926, -4.86252, -2.28157], [-2.20036, 3.75277, -5.63581], [3.18593, -3.33155, -1.29588], [5.63173, 0.06876, 1.17131], [-0.56487, 3.54255, -4.92823], [1.09750, -4.08264, 0.19290], [-6.06528, -6.37705, -0.54734], [6.83237, -1.34919, -0.96594], [3.30346, -0.64314, -1.67039], [6.92545, 0.75626, 0.19197], [-0.01441, -1.83910, 3.04267], [1.02378, -1.16640, -4.24148], [1.68441, -2.45613, 0.66426], [-5.58308, -3.71171, -2.56062], [1.37658, 0.90137, 3.60610], [5.55503, 3.56934, 1.83314], [3.04368, 2.88504, 4.19431], [-7.00560, -5.46407, -1.84789], [-3.01670, -4.05280, -0.22796], [-1.56626, 0.93637, -2.49836], [-0.05357, -1.71571, 4.78209], [1.47996, 2.91223, 5.12041], [0.75789, 3.55038, -0.64295], [-2.80954, -1.24318, -2.62036], [-3.69027, 3.38015, -3.58283], [-1.17912, -2.80426, 3.93624], [2.97093, 0.44440, 4.28453], [-0.17610, 1.90856, -3.03703], [-2.33614, -0.83423, 3.04853], [5.85053, -1.43095, -2.11285], [2.37469, 2.66712, 0.98060], [-3.78522, 1.51558, 1.82000], [1.85197, 4.93422, -0.45325], [4.76506, -2.62794, -0.17756], [-1.15217, 2.36244, -6.07699], [-0.51900, 5.32640, -0.14885], [2.12252, -3.76210, 1.60390], [3.61868, -0.80260, 0.08047], [-2.91319, -2.76208, -3.47748], [5.54682, 1.97647, 2.53956], [-2.85593, 1.57502, -4.40249], [-2.92338, 3.77530, 1.21356], [7.01113, 2.56685, 1.70995], [-4.29083, -2.18789, -0.82865], [-0.54188, -1.45718, 0.94565], [-3.30041, 3.52869, -0.44800], [-4.35296, -1.77097, -3.43544], [0.83778, 0.42278, 0.29129], [-0.42123, 0.98560, 1.32368], [-5.03329, 2.55277, 1.02689], [2.50551, 1.84916, 6.80355], [3.44887, -4.76409, -0.47600], [1.00625, 3.30910, 1.97732], [-0.50302, 1.30669, -0.42534], [-0.27528, -1.25790, -0.66773], [-2.33362, -1.55213, -0.35817]], "atomic_forces_ev_per_a": [[-0.3, -0.5, -0.2], [1.0, 0.6, 1.2], [0.0, -0.2, -0.1], [0.8, 0.3, -0.3], [0.8, 0.8, -0.2], [-0.7, 0.3, 2.0], [-0.7, 0.3, 0.2], [1.0, -0.2, 0.0], [1.0, -0.8, 0.9], [0.7, 0.3, 0.7], [1.5, 0.0, 0.7], [0.8, 0.3, -0.4], [0.4, -1.9, -1.7], [0.4, -1.6, -1.9], [-0.4, 1.4, 1.2], [-0.5, -0.5, 1.5], [0.8, -0.7, -0.2], [0.1, 0.7, 0.1], [0.0, -0.1, -0.2], [-0.1, -0.8, -0.9], [-0.6, -0.3, -0.2], [0.7, -0.7, -1.2], [-1.8, 0.2, 0.1], [-0.9, 0.5, -1.0], [0.0, -1.1, 0.5], [1.9, 1.2, 0.8], [0.5, 1.2, 0.3], [-1.4, 0.6, -0.2], [0.0, -0.3, -0.5], [-0.8, 1.1, -1.0], [-0.9, -0.5, 1.2], [0.0, -0.6, -1.6], [-0.3, -0.1, 0.7], [-0.9, -0.2, 2.0], [-1.1, 0.6, -0.2], [-0.8, -0.3, 1.4], [-0.2, 0.0, 0.2], [0.0, 0.1, -0.4], [-0.5, 0.7, 0.2], [0.1, -0.1, 0.0], [0.3, 0.3, 0.3], [0.2, -0.5, -0.4], [0.1, -0.2, 0.9], [-0.8, 0.4, 0.7], [0.3, -0.1, 0.3], [0.2, -0.2, 0.0], [-0.4, -0.5, -0.4], [-0.4, -0.1, 0.0], [0.1, 0.4, 0.1], [0.4, -0.1, -0.1], [0.2, 0.1, -0.2], [-0.4, 0.6, 0.0], [-0.2, 0.2, 0.4], [-0.1, 0.3, -0.1], [-0.1, 0.1, 0.0], [0.1, -0.4, -0.8], [0.4, 0.1, 0.7], [0.4, -0.4, -0.1], [0.4, 0.2, 0.3], [-0.1, 0.1, -0.1], [-0.1, 0.6, -0.9], [0.0, 0.2, -0.6], [-0.2, 0.2, -0.3], [0.3, 0.3, -0.4], [0.1, 0.0, -0.2], [-0.1, 0.0, 0.2], [0.7, 0.1, -0.4], [0.0, 0.0, 0.4], [0.3, -0.3, 0.4], [0.1, -0.3, 0.1], [-0.1, 0.5, -0.7], [0.3, -0.3, -0.1], [-0.3, 0.1, 0.0], [0.1, 0.5, -0.5], [-0.3, 0.1, 0.1], [-0.2, -0.4, 0.0], [0.4, -0.1, 0.0], [0.2, 0.6, -0.8], [-0.5, -0.5, -0.4], [0.1, 0.1, 0.1], [-0.2, 0.3, 0.4], [0.0, 0.1, 0.1], [0.9, 0.5, 0.0], [-0.2, -0.1, 0.1], [0.0, 0.0, -0.1], [0.3, -0.6, -0.1], [-0.3, 0.0, -0.1], [0.1, 0.0, -0.3], [0.1, -0.2, 0.1], [0.4, -0.6, -1.0], [0.0, 0.4, 0.2], [0.1, -0.2, -0.3], [-0.6, 0.2, -0.3], [-0.3, 0.2, 0.7], [0.3, -0.3, -0.2], [0.1, 0.3, 0.2], [0.3, 0.3, 0.0], [-0.3, 0.1, 0.0], [0.1, 0.0, 0.2], [-0.1, 0.0, -0.1], [-0.2, -0.4, 0.5], [0.0, -0.3, -0.1], [-0.2, -0.3, -0.1], [-0.3, 0.1, -0.8], [-1.1, -0.8, -0.2]], "mulliken_charge": [-0.0759, -0.4783, -0.5689, -0.5728, -0.3212, -0.5864, -0.5372, -0.5793, -0.2943, -0.6631, -0.7326, -0.6300, 0.0628, 0.0197, -0.6141, -1.3457, -0.2357, -1.2023, -0.6673, -0.6911, 0.7640, -0.2983, 0.3188, -1.0059, -1.0699, 0.2042, -0.9882, 0.4799, -0.4404, -0.8522, 0.1820, -0.8778, -0.3266, -0.8116, -0.7479, -0.1789, 0.3409, 0.2670, 0.2495, 0.1729, 0.3073, 0.4358, 0.1646, 0.1820, 0.3839, 0.4875, 0.0729, 0.2642, 0.4122, 0.3015, 0.3939, 0.2456, 0.3841, 0.3072, 0.3741, 0.2893, 0.2079, 0.2844, 0.3714, 0.0724, 0.4329, -0.1021, 0.4654, -0.1955, 0.2561, 0.1571, 0.3410, 0.2190, -0.5336, 0.3769, 0.3059, -0.2601, 0.0238, 0.2909, 0.4152, 0.2658, 0.5024, 0.1511, 0.2487, 0.1176, 0.1623, 0.4339, 0.3865, 0.2877, 0.2907, 0.3544, 0.2339, 0.3887, 0.2983, 0.3364, 0.4168, 0.3426, 0.2265, 0.2235, 0.2155, 0.4339, -0.0234, 0.2154, 0.3610, 0.3039, 0.3712, 0.2007, -0.3168, -0.1415, -0.0906]}


{"formula": "CH4NOP", "method": "the ωB97M-V functional and the def2-TZVPD basis", "largest_force_ev_per_a": 6.9, "total_energy_ha": -511.78153, "gap_ev": 9.152, "e_homo_ev": -8.9556, "de_lowest_kj_mol": 216.9, "smiles": "[H]/N=C/PO", "e_lumo_ha": 0.0072, "elements": ["P", "O", "N", "C", "H", "H", "H", "H"], "coordinates": [[-0.68614, 0.68024, -0.39321], [-0.22596, 0.01063, -1.88394], [0.33063, -0.27674, 2.00705], [0.31584, -0.37699, 0.61072], [0.46537, -1.22708, 2.55856], [-0.11558, 2.00642, -0.40733], [0.61153, -1.27923, 0.09340], [-0.69568, 0.46276, -2.58526]], "atomic_forces_ev_per_a": [[-0.8, 0.5, -1.2], [0.2, 0.6, 1.0], [-0.6, -1.8, -4.4], [0.5, -0.5, 6.9], [0.4, 2.2, -2.1], [0.4, -0.7, 0.1], [0.1, -0.4, -0.1], [-0.2, 0.0, -0.3]], "mulliken_charge": [0.1155, -0.5042, -0.5607, 0.0636, 0.2350, 0.0466, 0.2969, 0.3073]}